1.
A molecular structure, C31H21N5O2S2Sn, computed with ωB97M-V/def2-TZVPD.

HOMO, eV: -7.1
ΔE to the lowest compared entry with this formula, charge and spin, kcal per mole: 6.6
LUMO level, eV: -0.41
Kohn-Sham gap, eV: 6.72
Total energy, hartree: -2628.9204

Geometry as XYZ:
```
62
Properties=species:S:1:pos:R:3:lowdin_charge:R:1
Sn -0.26945 -1.19218 1.89152 1.29
S 2.08294 3.10119 2.74045 1.08
C 3.38806 1.97547 2.51596 -0.47
C 4.73949 2.22349 2.31796 -0.09
C 5.56908 1.14353 2.07711 -0.09
C 5.06653 -0.16047 2.06237 -0.08
C 3.72692 -0.41060 2.28206 -0.01
C 2.87295 0.66763 2.50539 -0.33
N 1.51004 0.59496 2.66661 -0.03
C 0.95128 1.75606 2.75177 -0.59
C -0.49233 1.94871 2.68480 -0.29
C -1.03667 3.22131 2.86816 -0.07
C -2.39436 3.42590 2.71379 -0.08
C -3.20804 2.34845 2.39546 -0.08
C -2.66177 1.08435 2.22032 -0.11
C -1.29568 0.83853 2.34199 -0.20
H 5.11947 3.23611 2.33601 0.11
H 6.62157 1.31273 1.89214 0.10
H 5.74143 -0.98158 1.85940 0.10
H 3.32087 -1.41368 2.26369 0.11
H -0.38560 4.05273 3.11539 0.09
H -2.81787 4.41295 2.84575 0.10
H -4.27568 2.49356 2.28250 0.10
H -3.33003 0.26144 1.99134 0.08
N 1.15272 -0.10146 -2.85450 0.12
C 0.81963 1.24691 -3.07138 -0.25
C 0.49121 1.69934 -4.33907 -0.03
C 0.15285 3.03210 -4.54009 -0.09
C 0.12404 3.91110 -3.47327 -0.09
C 0.44814 3.46069 -2.19832 -0.09
C 0.80504 2.13872 -2.00763 -0.42
S 1.20138 1.53430 -0.38641 1.03
N 0.95228 -0.11268 -0.51165 -0.27
C 0.98909 -0.73244 -1.63878 -0.37
C 0.88723 -2.21865 -1.67557 -0.23
C 0.78657 -2.93697 -2.86680 -0.01
C 0.81055 -4.32235 -2.81319 -0.06
C 0.89242 -4.95354 -1.58586 -0.04
C 0.92396 -4.15425 -0.45061 -0.12
N 0.94194 -2.83451 -0.50124 0.08
H 1.19111 -0.67577 -3.67672 0.11
H 0.51710 1.01085 -5.17608 0.11
H -0.08098 3.37532 -5.53854 0.10
H -0.14929 4.94548 -3.62993 0.10
H 0.45153 4.14083 -1.35603 0.11
H 0.67793 -2.45449 -3.82894 0.10
H 0.75962 -4.89893 -3.72701 0.11
H 0.91697 -6.03102 -1.50788 0.11
H 0.95100 -4.58360 0.54596 0.12
O -3.91233 -3.20053 3.22966 0.04
C -2.99476 -2.63905 2.64852 -0.63
O -1.80604 -2.44021 3.06642 -0.22
C -3.27445 -2.14517 1.22086 -0.21
C -4.55592 -2.22267 0.69123 0.01
C -4.76650 -1.83249 -0.61866 -0.04
C -3.68117 -1.39633 -1.36985 -0.05
C -2.44377 -1.33141 -0.75981 -0.12
N -2.24447 -1.69294 0.50674 0.01
H -5.35171 -2.58230 1.32709 0.12
H -5.75684 -1.87188 -1.05287 0.11
H -3.79387 -1.09655 -2.40240 0.10
H -1.57533 -0.97402 -1.29934 0.09
```



2.
A molecular structure, C31H23BeBrNO4Sb, computed with ωB97M-V/def2-TZVPD.

HOMO, eV: -8.4
LUMO level, eV: -1.09
Kohn-Sham gap, eV: 7.30
Total energy, hartree: -4379.9399

Geometry as XYZ:
```
62
Properties=species:S:1:pos:R:3:lowdin_charge:R:1
Be 0.61535 2.23716 0.59830 0.27
O -3.20015 1.14225 1.98311 0.16
C -1.94730 1.37609 1.62314 -0.43
O -1.55119 1.39844 0.48177 0.09
C -0.96081 1.52177 2.73330 -0.13
C -1.11142 1.31831 4.08862 0.04
C 0.04501 1.32623 4.87072 -0.01
C 1.29581 1.47364 4.29213 0.05
C 1.35089 1.66982 2.91991 -0.11
N 0.24122 1.74591 2.21192 0.13
C 2.55570 1.70211 1.97985 -0.53
O 3.67791 1.59058 2.40975 0.11
O 2.15903 1.78823 0.74995 -0.04
H -3.70324 0.92399 1.17642 0.13
H -2.08240 1.12967 4.52164 0.13
H -0.03757 1.17086 5.93756 0.12
H 2.20864 1.41834 4.86646 0.13
Br -0.21461 8.23171 -1.54581 0.70
C -0.00335 6.42861 -0.98146 -0.70
C -1.11233 5.60534 -0.90689 -0.14
C -0.94440 4.29326 -0.48542 -0.11
C 0.30316 3.76151 -0.13397 -0.14
C 1.39001 4.64052 -0.24062 -0.10
C 1.25524 5.95866 -0.65611 -0.14
H -2.08960 5.98285 -1.17541 0.09
H -1.82622 3.66425 -0.45539 0.08
H 2.38544 4.28542 0.00090 0.09
H 2.11523 6.61069 -0.72717 0.10
C 0.25065 -6.50010 0.64658 -0.09
C -0.40020 -5.65851 1.53575 -0.09
C -0.31786 -4.28331 1.37091 -0.16
C 0.39559 -3.73076 0.30975 -0.39
C 1.05391 -4.58480 -0.56868 -0.12
C 0.98278 -5.96081 -0.40051 -0.09
Sb 0.46283 -1.59474 0.16123 1.54
C -1.47513 -1.30078 -0.71890 -0.40
C -2.60688 -1.69168 -0.00895 -0.15
C -3.87850 -1.32426 -0.43010 -0.11
C -4.03245 -0.55224 -1.57527 -0.09
C -2.91069 -0.16542 -2.29506 -0.08
C -1.64340 -0.53641 -1.86838 -0.14
C 1.60552 -1.43904 -1.62869 -0.41
C 2.84631 -0.81177 -1.56657 -0.13
C 3.64264 -0.71436 -2.70032 -0.08
C 3.19941 -1.23589 -3.90508 -0.09
C 1.95723 -1.85400 -3.97929 -0.08
C 1.16467 -1.95497 -2.84632 -0.16
H 0.19467 -7.57313 0.77429 0.10
H -0.96326 -6.07138 2.36297 0.10
H -0.80951 -3.63858 2.09259 0.08
H 1.62932 -4.18058 -1.39196 0.09
H 1.50177 -6.61264 -1.09160 0.10
H -2.50892 -2.29185 0.88986 0.09
H -4.74790 -1.65205 0.12739 0.10
H -5.02098 -0.26734 -1.91192 0.10
H -3.01877 0.43602 -3.18842 0.11
H -0.78159 -0.19836 -2.43171 0.10
H 3.18766 -0.37122 -0.63655 0.09
H 4.60458 -0.22263 -2.64136 0.11
H 3.81706 -1.15591 -4.79018 0.10
H 1.60593 -2.25708 -4.92061 0.10
H 0.19939 -2.44568 -2.91210 0.10
```



3.
A molecular structure, C31H23Br2N4O2RuS3, computed with ωB97M-V/def2-TZVPD.

HOMO (spin up / spin down), eV: -1.4 / -1.5
ΔE to the lowest compared entry with this formula, charge and spin, kcal per mole: 18.4
2S+1: 2
LUMO level (spin up / spin down), eV: 3.84 / 3.84
Kohn-Sham gap (spin up / spin down), eV: 5.27 / 5.31
Total energy, hartree: -8002.2370
Charge: -2

Geometry as XYZ:
```
66
Properties=species:S:1:pos:R:3:mulliken_spin:R:1
Ru 0.10997 -0.20852 0.29517 0.83
S -2.15626 -0.54291 4.21784 0.00
C -2.11795 -2.15066 3.56358 0.00
C -2.65617 -3.31608 4.09905 0.00
C -2.44328 -4.50100 3.42038 0.00
C -1.69947 -4.51991 2.23604 0.00
C -1.18014 -3.36106 1.69377 0.00
C -1.40640 -2.15951 2.35938 0.01
N -0.94638 -0.90577 1.96624 0.00
C -1.23747 0.00941 2.84921 -0.02
C -0.79306 1.36005 2.61757 0.02
C -1.00578 2.41981 3.50625 -0.01
C -0.54210 3.67292 3.17184 0.01
C 0.14608 3.84181 1.96193 0.00
C 0.35373 2.78391 1.09978 0.04
C -0.13291 1.49533 1.38377 -0.06
H -3.21667 -3.29409 5.02534 0.00
H -2.84933 -5.42417 3.81619 0.00
H -1.52434 -5.46149 1.73052 0.00
H -0.58970 -3.35085 0.78678 0.00
H -1.52368 2.25942 4.44731 0.00
H -0.69087 4.51294 3.83973 0.00
H 0.52966 4.82408 1.70529 0.00
H 0.90529 2.93921 0.17919 0.00
S 1.01799 -2.36131 -0.76631 0.06
C 2.61722 -2.36438 -0.11576 0.02
C 3.49324 -3.42551 -0.52912 0.00
N 4.17033 -4.29403 -0.86980 0.01
C 3.06885 -1.44698 0.78605 -0.01
S 2.04956 -0.20311 1.48141 0.05
C 4.39768 -1.50664 1.30641 0.00
N 5.46074 -1.54389 1.75384 -0.01
C -3.15014 1.97857 0.18006 -0.01
C -2.38834 2.28429 -1.07496 0.01
C -2.90606 3.13850 -2.07513 0.01
C -2.16475 3.40926 -3.18975 0.00
C -0.87904 2.84210 -3.33298 0.00
C 0.01546 3.07100 -4.40433 0.00
Br -0.48862 4.20082 -5.86092 0.00
C 1.26151 2.50554 -4.40119 0.00
C 1.68066 1.68344 -3.35382 0.00
Br 3.41930 0.93357 -3.41825 0.00
C 0.86085 1.36342 -2.25909 -0.01
O 1.23010 0.61768 -1.30438 0.00
C -0.45262 1.99482 -2.28480 0.01
N -1.20935 1.73438 -1.20776 -0.01
H -4.22642 2.09377 0.03287 0.00
H -2.83368 2.64988 0.98372 0.00
H -2.92168 0.95348 0.47321 0.00
H -3.89508 3.56467 -1.95119 0.00
H -2.54526 4.06304 -3.96424 0.00
H 1.94400 2.69326 -5.21937 0.00
C -2.17350 -2.92184 -1.96377 0.00
C -2.68036 -1.62742 -1.29752 -0.01
C -3.30137 -0.75128 -2.40661 0.01
C -3.80354 -2.00360 -0.30699 0.00
O -1.65694 -0.95735 -0.68854 0.07
H -2.97536 -3.45883 -2.48482 0.00
H -1.74146 -3.58630 -1.21377 0.00
H -1.38428 -2.67706 -2.67697 0.00
H -4.05783 -1.29467 -2.98517 0.00
H -2.51258 -0.41366 -3.08272 0.00
H -3.77534 0.13134 -1.97158 0.00
H -4.64193 -2.49752 -0.81229 0.00
H -4.18242 -1.10358 0.18352 0.00
H -3.42344 -2.67899 0.46250 0.00
```